Record 1
This record from the Open Molecules 2025 dataset describes the molecule C4H8N2O2. The level of theory is the ωB97M-V functional and the def2-TZVPD basis.

Summary:
Electronic energy in hartree: -417.15532
HOMO level in eV: -7.42
Gap between HOMO and LUMO in eV: 8.0

```
16
Properties=species:S:1:pos:R:3:forces:R:3:lowdin_charge:R:1
O 0.5174 -1.3073 0.5758 0.8 0.4 1.2 -0.135
O 0.5348 0.1328 2.4206 0.1 -0.2 -1.2 0.112
N -1.7838 0.2675 -1.6279 -0.5 0.2 0.1 0.076
N -1.1060 1.9225 0.6835 -0.4 0.4 0.2 0.081
C -0.3888 0.7945 0.2713 0.9 -0.9 0.1 -0.276
C 1.8802 -1.5513 0.2547 0.2 -0.2 0.1 -0.083
C 0.3285 -0.0565 1.2422 -0.6 0.2 -0.9 -0.425
C -0.5871 0.2096 -0.9530 -0.4 0.0 -0.1 -0.123
H 0.1873 -0.2790 -1.5374 -0.1 -0.5 0.7 0.117
H 2.0449 -2.6297 0.2000 -0.1 0.1 0.1 0.090
H -0.6986 2.3306 1.5251 -0.3 -0.2 -0.3 0.093
H -2.5605 0.2871 -0.9610 0.2 0.3 -0.5 0.108
H -1.1278 2.6085 -0.0706 0.0 -0.1 0.5 0.093
H 2.5584 -1.1227 0.9968 -0.1 -0.1 0.0 0.095
H -1.8989 -0.4925 -2.2955 0.1 0.5 0.2 0.097
H 2.1001 -1.1141 -0.7246 0.1 0.0 0.0 0.079
```
Forces are in eV/Å.

=====

Record 2
This record from the Open Molecules 2025 dataset describes C24H39NO6P2PdSe2 as an isolated structure. The level of theory is the ωB97M-V functional and the def2-TZVPD basis.

Summary:
Electronic energy in hartree: -7057.73724
HOMO level (spin up / spin down) in eV: -7.36 / -7.36
Gap between HOMO and LUMO (spin up / spin down) in eV: 6.2 / 6.2

```
75
Properties=species:S:1:pos:R:3:forces:R:3:lowdin_charge:R:1
Pd -1.4575 -0.3345 -0.8171 -2.2 0.9 -0.6 0.292
Se -2.8144 1.5775 0.1503 0.3 -1.0 -1.2 0.784
Se -3.0960 -0.7462 -2.5475 0.1 0.3 0.5 0.770
P 1.3630 -0.0425 -1.0318 2.0 1.2 0.0 0.465
P -0.0287 -0.5379 1.4320 0.3 1.0 2.3 0.426
O 1.9363 1.0453 -2.0394 -0.4 -0.4 0.2 -0.158
O 0.5654 -0.9870 -1.8113 -0.5 -0.7 -0.2 -0.275
O 2.6117 -0.6554 -0.2458 -0.6 0.4 -0.2 -0.220
O -1.0645 0.3683 2.2447 0.8 -0.3 -0.5 -0.289
O 1.1038 -0.9692 2.4627 -0.2 -0.1 -0.3 -0.168
O -0.5268 -1.7828 0.8372 -0.1 0.0 -0.4 -0.248
N -2.9943 -5.3493 -1.6835 0.0 -0.6 0.2 0.043
C -4.2015 -3.4240 -2.4203 0.3 0.2 0.1 -0.116
C -4.6167 3.0606 -3.3194 0.0 0.1 -0.1 -0.088
C -2.3679 3.8982 -3.2911 0.1 0.1 -0.1 -0.093
C -1.9230 -3.2181 -1.7023 0.0 0.0 -0.2 -0.134
C 3.9953 2.0699 -2.6583 -0.3 -0.1 0.3 -0.030
C 1.7406 -0.0371 3.3371 0.4 0.4 0.4 -0.454
C 0.6475 0.8140 0.3978 -0.3 -1.0 -0.7 -0.243
C -3.6163 3.8337 -3.8883 -0.1 -0.1 0.0 -0.094
C 2.8480 2.0752 -1.6539 0.5 0.6 0.1 -0.460
C -4.3783 2.3757 -2.1410 0.0 0.0 0.2 -0.186
C 3.3348 -1.8080 -0.7117 0.5 -0.5 -0.2 -0.428
C -4.0903 -4.7764 -2.1537 -0.2 0.1 -0.2 -0.167
C 3.1724 0.1893 2.8710 -0.4 0.0 0.0 -0.030
C -3.1993 -0.5489 2.9231 0.4 0.1 -0.1 -0.056
C 2.1037 3.4053 -1.6280 0.1 -0.4 0.0 -0.032
C 4.7922 -1.5714 -0.3365 -0.4 0.1 -0.2 -0.030
C -3.1302 2.4531 -1.5326 0.0 0.0 0.3 -0.688
C -3.0873 -2.6198 -2.1881 0.3 0.0 0.0 -0.628
C 2.7583 -3.0470 -0.0447 -0.1 0.3 -0.2 -0.025
C -1.9391 -4.5805 -1.4592 0.1 0.1 0.1 -0.151
C -1.7984 -0.1454 3.3624 -0.5 -0.2 0.7 -0.450
C -1.8130 0.9597 4.4139 0.1 -0.3 -0.3 -0.028
C 1.6835 -0.6084 4.7473 -0.1 0.1 -0.4 -0.028
C -2.1180 3.2008 -2.1234 0.0 0.0 0.1 -0.144
H 2.7893 4.2100 -1.3770 0.0 0.1 0.0 0.086
H 4.4751 1.0928 -2.6610 0.1 0.0 0.0 0.074
H -2.4259 0.6580 5.2586 -0.1 0.0 0.1 0.088
H 1.3022 3.3843 -0.8921 -0.1 0.1 0.1 0.066
H 5.4114 -2.3881 -0.6920 0.1 -0.1 0.0 0.086
H -5.1516 1.7820 -1.6713 0.0 0.0 -0.1 0.092
H -3.1342 -1.2085 2.0577 -0.1 0.0 0.0 0.079
H 5.1514 -0.6419 -0.7741 0.1 0.1 0.0 0.073
H 1.6669 3.6013 -2.6049 0.0 0.0 -0.1 0.090
H 3.3321 -3.9274 -0.3239 0.1 -0.1 0.0 0.088
H 0.6529 -0.7911 5.0379 -0.1 0.0 0.1 0.068
H 2.2174 -1.5534 4.7762 0.1 -0.1 0.0 0.090
H -0.1719 1.4867 0.1011 0.1 -0.1 0.1 0.005
H 2.1324 0.0868 5.4503 0.1 0.1 0.1 0.089
H 4.8767 -1.5076 0.7459 0.1 0.0 0.1 0.076
H 3.2468 1.8432 -0.6544 0.0 0.1 -0.1 0.130
H -2.2261 1.8697 3.9811 0.0 0.0 0.0 0.091
H -1.0628 -5.0909 -1.0746 0.1 0.1 0.0 0.104
H 1.4079 1.3730 0.9412 0.1 -0.1 0.1 0.084
H -4.9235 -5.4430 -2.3322 -0.2 0.0 0.0 0.100
H 4.7284 2.8285 -2.3942 0.1 0.0 0.0 0.086
H -1.0079 -2.6427 -1.5588 -0.2 -0.3 0.0 0.049
H -3.7722 0.3365 2.6456 0.0 -0.1 0.0 0.050
H -0.8031 1.1624 4.7655 0.0 0.1 0.1 0.066
H -1.2622 -1.0290 3.7381 -0.1 0.1 0.0 0.135
H 1.1816 0.9064 3.3016 0.1 0.0 0.1 0.131
H 1.7229 -3.1843 -0.3478 -0.1 0.0 0.0 0.074
H 3.1980 0.4283 1.8118 0.1 0.1 -0.1 0.053
H 3.6151 2.2718 -3.6569 0.0 0.0 -0.1 0.090
H -1.5903 4.5047 -3.7365 0.1 0.0 0.0 0.099
H 3.7526 -0.7160 3.0192 0.1 -0.1 0.0 0.086
H -3.6975 -1.0746 3.7327 -0.1 0.0 0.1 0.087
H 3.6207 1.0004 3.4361 0.1 0.1 0.1 0.089
H 3.2216 -1.8714 -1.8014 0.0 0.0 0.1 0.146
H -5.5864 3.0012 -3.7917 -0.1 0.0 0.0 0.103
H -3.8106 4.3794 -4.7989 0.0 0.1 -0.1 0.098
H -5.1190 -2.9998 -2.7987 -0.1 0.0 0.0 0.094
H -1.1432 3.2432 -1.6466 -0.1 0.0 -0.1 0.077
H 2.7876 -2.9150 1.0353 0.0 -0.1 0.1 0.085
```
Forces are in eV/Å.

=====

Record 3
This record from the Open Molecules 2025 dataset describes C6H12O as an isolated structure. The level of theory is the ωB97M-V functional and the def2-TZVPD basis.

Summary:
Electronic energy in hartree: -310.86222
HOMO level (spin up / spin down) in eV: -6.48 / -6.48
Gap between HOMO and LUMO (spin up / spin down) in eV: 7.2 / 7.2

```
19
Properties=species:S:1:pos:R:3:forces:R:3:lowdin_charge:R:1
O 0.2352 -1.1725 1.0231 0.0 0.2 0.2 -0.055
C -0.8863 -0.3518 -0.2882 -0.4 0.0 -0.3 -0.100
C -1.6338 1.7170 1.0230 0.0 0.0 0.1 -0.095
C 1.0673 -0.5396 -0.1229 0.4 -0.2 -0.1 -0.370
C 2.4742 -1.0564 -0.1631 0.1 0.0 0.0 -0.109
C 0.1212 -0.9196 -1.2140 -0.1 0.1 0.0 -0.170
C -1.1849 1.1163 -0.3070 0.1 0.0 0.0 -0.244
H -0.3095 1.6427 -0.6899 -0.2 -0.1 0.0 0.113
H -1.7732 2.7974 0.9167 0.0 -0.2 0.0 0.075
H 2.9647 -0.9387 0.8106 -0.1 0.0 -0.2 0.065
H -1.7125 -0.9719 0.0699 0.1 0.1 -0.1 0.136
H -0.8830 1.5607 1.8054 -0.1 0.0 -0.1 0.071
H 0.2803 -0.5195 1.7318 0.0 -0.1 -0.1 0.091
H 0.2510 -0.3226 -2.1223 0.0 0.0 0.2 0.129
H -0.0321 -1.9862 -1.4590 0.1 0.1 0.1 0.117
H 3.0501 -0.4537 -0.8771 -0.1 -0.1 0.1 0.072
H -2.5838 1.2876 1.3602 0.2 0.0 0.0 0.077
H 2.5666 -2.1173 -0.4666 -0.1 0.1 0.1 0.070
H -2.0116 1.2281 -1.0307 0.0 -0.1 0.1 0.128
```
Forces are in eV/Å.

=====

Record 4
This record from the Open Molecules 2025 dataset describes C45H71BrGeN3O4SeW as an isolated structure. The level of theory is the ωB97M-V functional and the def2-TZVPD basis.

Summary:
Charge: +1
2S+1: 3
Electronic energy in hartree: -9341.83018
HOMO level (spin up / spin down) in eV: -10.16 / -10.41
Gap between HOMO and LUMO (spin up / spin down) in eV: 7.2 / 7.6

```
127
Properties=species:S:1:pos:R:3:forces:R:3:lowdin_charge:R:1
W -0.8115 0.3129 -0.2520 2.3 0.9 0.3 1.768
Br -4.3925 -1.5661 2.6448 -0.1 0.0 0.2 0.886
Se -0.1051 1.5023 -2.7500 -0.3 -0.1 0.2 1.026
Ge -1.7928 1.7112 -5.5742 0.0 0.0 0.0 0.759
O 0.2721 -1.0955 0.5139 -0.6 0.3 0.0 -0.281
O -0.8482 -1.1564 -1.7932 -0.4 0.7 0.7 -0.217
O -2.7864 -0.3536 -2.6592 -0.1 0.4 -0.7 0.057
O 0.0739 2.1255 -0.1031 -0.1 0.0 -0.1 -0.404
N -2.5841 1.7517 0.0727 -0.2 0.0 0.0 -0.313
N -0.5997 0.7597 1.9535 0.0 -0.2 0.1 -0.235
N -3.0163 -1.6779 0.2402 0.1 0.8 0.0 0.093
C -1.2500 -2.6812 3.4162 0.0 0.1 0.0 -0.017
C -1.6596 0.8959 -7.3413 0.0 -0.1 0.0 -0.215
C -1.1635 -0.2791 2.8635 0.0 0.2 -0.1 -0.137
C 0.9768 4.6811 -2.0437 0.0 -0.1 -0.1 -0.069
C 1.3379 2.3466 0.3685 0.1 0.1 0.1 -0.276
C -1.0405 -4.0222 3.1567 0.0 -0.1 0.1 -0.154
C -3.9459 1.2169 -0.2391 0.1 0.1 0.0 -0.058
C 3.5191 3.2781 0.2136 0.1 0.0 0.0 0.028
C 4.0547 2.3052 1.0573 0.0 0.0 0.0 -0.155
C -2.9179 -2.0204 -1.0378 -0.3 -0.8 -0.7 -0.198
C 3.1471 1.5010 1.7244 -0.1 -0.1 0.0 0.019
C -4.4310 -3.8240 -0.7693 -0.2 -0.2 -0.1 -0.024
C 2.0145 -2.7737 -0.5875 0.1 0.0 -0.2 -0.046
C -1.0196 3.5079 -5.5707 0.0 0.1 0.0 -0.221
C 0.6386 5.2881 0.3523 0.0 0.1 0.0 -0.029
C -3.6625 1.8109 -5.0285 0.0 0.1 0.1 -0.212
C 1.6385 0.6567 -2.5961 0.0 0.0 0.0 -0.297
C -1.2720 2.0564 2.2338 0.0 -0.2 0.0 -0.131
C 1.7955 1.5403 1.4046 0.0 0.0 0.0 -0.132
C 5.8192 2.5494 2.8054 0.0 0.0 0.1 -0.042
C 2.1673 3.3976 -0.0982 -0.1 -0.1 0.0 -0.066
C 2.0051 -5.0457 0.3710 0.0 0.1 0.0 -0.049
C -2.4817 3.0030 -0.7305 0.0 -0.1 0.1 -0.075
C 0.8544 0.8120 2.3215 -0.2 0.1 -0.1 -0.093
C 5.9898 0.7327 1.0879 0.0 -0.1 0.0 -0.046
C -3.5866 -3.1041 -1.5915 0.1 0.2 0.1 0.021
C -0.2970 -4.3477 2.0226 0.1 0.1 -0.2 0.031
C -2.6144 2.0778 1.5386 -0.1 0.0 -0.1 -0.145
C -0.0718 -2.0695 1.4132 -0.2 0.0 -0.5 -0.241
C -0.5922 0.6411 -4.4129 0.3 0.0 -0.1 -0.537
C -0.7900 -1.6977 2.5436 0.0 -0.3 0.0 -0.165
C 5.5514 2.1815 1.3396 0.0 0.0 0.0 -0.558
C 2.7727 5.7734 -0.7803 0.1 0.0 0.0 -0.065
C -0.4766 -6.0980 4.4509 0.1 0.0 0.0 -0.043
C -3.9361 -2.2863 0.9595 0.0 -0.5 0.1 -0.692
C 1.0918 -3.8731 -0.0463 0.0 -0.1 0.0 -0.512
C 0.2337 -3.4112 1.1391 0.1 -0.1 0.3 -0.068
C 1.6481 4.7351 -0.6705 0.0 0.0 0.1 -0.510
C 0.1695 -4.3548 -1.1759 0.0 0.0 -0.1 -0.025
C -2.6673 -5.9025 3.2451 0.0 -0.1 0.0 -0.037
C 6.3870 3.0985 0.4460 0.0 0.1 0.0 -0.061
C -2.1448 -1.0793 -1.9373 -0.4 -1.3 0.4 -0.669
C -1.6016 -5.1373 4.0420 0.0 0.0 0.0 -0.552
C -2.2477 -4.5891 5.3149 0.0 0.0 0.0 -0.062
C -4.6504 -3.3896 0.5245 0.0 0.1 0.2 -0.092
H 1.1280 5.5155 1.3022 0.0 0.0 0.0 0.099
H -3.0971 -3.9375 5.0928 0.0 0.0 0.0 0.075
H -4.6790 2.0020 -0.0370 0.0 0.0 0.0 0.109
H 1.1847 -0.2092 2.4683 0.1 -0.1 0.0 0.127
H -0.0589 -6.6326 3.5955 0.0 0.0 0.0 0.079
H -3.5381 -5.2685 3.0549 0.0 0.0 0.0 0.077
H 2.5830 -4.8067 1.2663 0.0 0.0 0.0 0.096
H 0.7678 -4.7514 -2.0014 0.0 0.0 0.0 0.094
H 5.2962 1.8775 3.4897 0.0 0.0 0.0 0.079
H -2.6215 -5.4162 5.9217 0.0 0.0 0.0 0.091
H -2.2793 -6.2401 2.2813 0.0 0.0 0.0 0.082
H -2.0990 -0.1030 -7.3390 0.0 0.0 0.0 0.024
H -2.5636 2.7431 -1.7836 0.0 0.0 0.0 0.071
H -1.5376 3.4907 -0.5467 0.1 0.1 0.0 0.050
H -0.8552 -6.8461 5.1508 0.0 0.0 0.0 0.088
H 2.6089 -2.3154 0.2075 0.0 0.0 0.0 0.098
H 7.0609 0.6231 1.2741 0.0 0.0 0.0 0.088
H 2.7066 -3.2250 -1.3013 0.0 0.0 0.0 0.090
H -0.1194 -5.3924 1.8186 0.1 -0.1 0.0 0.107
H -3.3132 3.6576 -0.4630 0.0 0.0 0.0 0.106
H -0.6190 2.8623 1.9248 0.0 0.1 -0.1 0.114
H -3.0022 -6.7836 3.7991 0.0 0.1 0.0 0.091
H 0.8427 5.7020 -2.4101 0.0 0.0 0.0 0.091
H 6.1968 4.1553 0.6489 0.0 0.0 0.0 0.087
H 2.7068 -5.2546 -0.4392 0.0 0.0 0.0 0.086
H 6.1971 2.9149 -0.6146 0.0 0.0 0.0 0.091
H -1.5308 4.1524 -6.2880 0.0 0.0 0.0 0.026
H -1.1051 3.9711 -4.5850 0.0 0.0 0.0 0.003
H 0.0394 3.4814 -5.8375 0.0 0.0 0.0 0.027
H -0.8668 -0.3959 -4.2333 -0.1 0.1 0.0 0.022
H -4.0528 0.8528 -4.6948 0.0 -0.1 0.0 0.011
H -3.9952 0.9303 -1.2829 0.0 0.0 -0.1 0.082
H -0.0034 4.2156 -2.0075 0.0 -0.1 0.0 0.024
H 5.7915 0.4376 0.0544 0.0 0.0 0.0 0.091
H -4.1589 0.3677 0.3923 0.0 -0.1 0.0 0.043
H -1.5326 -4.0291 5.9234 0.0 0.0 0.0 0.093
H 3.4725 0.8250 2.5102 0.0 0.0 0.0 0.128
H 7.4479 2.9194 0.6298 0.0 0.0 0.0 0.089
H 3.4940 5.5201 -1.5617 0.0 0.0 0.0 0.095
H -2.1916 1.4976 -8.0799 0.0 0.0 0.0 0.024
H 1.5135 -0.3897 -2.8621 0.0 0.0 0.0 0.033
H 2.3287 6.7341 -1.0472 0.0 0.0 0.0 0.090
H -0.8007 -0.0395 3.8687 0.0 0.0 0.1 0.145
H 4.1969 4.0081 -0.1982 0.0 0.0 0.0 0.087
H -0.4951 -5.1489 -0.8262 0.0 0.0 0.0 0.088
H 0.3480 0.6466 -4.9743 0.0 -0.1 0.0 0.029
H -1.8007 -2.3716 4.2975 0.0 0.0 -0.1 0.104
H -3.1038 3.0439 1.6754 0.0 0.1 0.0 0.142
H 6.8877 2.4822 3.0263 0.0 0.0 0.0 0.089
H -0.1656 4.5778 0.5481 0.0 0.0 0.0 0.052
H 5.4915 3.5697 3.0179 0.0 0.0 0.0 0.091
H -3.2572 1.3305 1.9980 0.0 0.0 0.1 0.090
H -3.8106 2.5402 -4.2287 0.0 0.0 0.0 0.013
H 1.4580 -5.9695 0.5538 -0.1 0.0 0.1 0.076
H 0.8830 1.3006 3.3007 0.0 0.1 0.1 0.151
H -1.4388 2.1501 3.3101 0.0 0.0 0.1 0.145
H 1.4644 -1.9864 -1.0983 0.1 -0.2 0.0 0.045
H -5.3642 -3.8662 1.1798 0.0 0.0 0.0 0.106
H -0.4365 -3.5316 -1.5609 0.1 -0.1 0.1 0.062
H 5.4648 0.0327 1.7417 0.0 0.0 0.0 0.077
H -4.2421 2.1447 -5.8928 0.0 0.0 0.1 0.025
H 2.3174 1.1597 -3.2803 0.0 0.0 0.0 0.044
H 3.3135 5.9097 0.1575 0.0 0.0 0.0 0.090
H -0.6187 0.8113 -7.6577 0.0 0.0 0.0 0.023
H 1.5804 4.1424 -2.7766 0.0 0.0 0.0 0.083
H -4.9656 -4.6883 -1.1440 0.0 0.0 0.0 0.123
H 2.0217 0.7471 -1.5830 0.0 0.1 0.1 0.025
H -2.2452 -0.1689 2.8884 0.1 -0.1 -0.1 0.038
H 0.1877 6.2102 -0.0250 0.0 0.0 0.0 0.096
H 0.3379 -5.5559 4.9374 0.0 0.0 0.0 0.094
H -3.4565 -3.3467 -2.6378 0.0 0.0 0.0 0.134
```
Forces are in eV/Å.

=====

> Among the records above, which one has the lowest electronic energy?

C45H71BrGeN3O4SeW

=====

> Which value of electronic energy does entry 4 give?

-9341.83018 hartree